(1)
Molecular formula: C16H32BNO7P
Method: DFT, the ωB97M-V functional and the def2-TZVPD basis

Calculated values
Max |F|: 2.25 eV Å⁻¹
Orbital gap: 7.03 eV
Total charge: -1

Structure (XYZ):
```
58
Properties=species:S:1:pos:R:3:nbo_charge:R:1
C -0.41 5.26 3.29 -0.391
C -0.19 4.41 2.44 -0.276
P 0.30 3.02 1.19 1.518
C -0.07 4.05 -0.37 -0.466
C -1.16 4.88 -0.44 -0.449
C 2.03 3.83 1.22 -0.724
C 3.23 2.91 0.75 -0.205
C 3.43 1.61 1.66 -0.619
C 3.21 2.56 -0.81 -0.630
O 0.48 2.08 2.66 -0.814
C -0.59 1.14 2.83 -0.069
C -1.59 1.14 1.55 -0.103
C -1.57 -0.15 0.61 -0.519
C -0.32 -0.29 -0.31 0.798
O -0.08 0.46 -1.23 -0.589
O 0.63 -1.30 -0.06 -0.724
B -3.18 1.28 1.90 1.227
O -3.88 0.04 2.18 -0.956
O -3.88 2.50 1.90 -0.922
O -1.33 2.42 0.95 -0.805
H -0.31 5.87 4.21 0.215
H 0.92 1.90 0.54 -0.172
H 0.54 4.00 -1.31 0.190
H -1.41 5.48 -1.35 0.164
H -1.87 5.00 0.42 0.204
H 2.02 4.80 0.65 0.219
H 2.25 4.10 2.30 0.217
H 4.17 3.52 0.90 0.176
H 2.69 0.80 1.45 0.217
H 3.35 1.92 2.75 0.215
H 4.50 1.26 1.54 0.181
H 2.16 2.44 -1.20 0.229
H 3.75 3.36 -1.38 0.195
H 3.71 1.55 -0.94 0.190
H -0.17 0.14 3.13 0.175
H -1.21 1.59 3.67 0.170
H -1.61 -1.08 1.25 0.245
H -2.46 -0.08 -0.08 0.217
H 1.32 -1.17 -0.73 0.493
H -4.39 -0.22 1.38 0.485
H -4.31 2.61 1.03 0.497
C -1.72 -6.17 -1.70 -0.613
C -1.50 -4.73 -2.18 -0.082
C -0.53 -4.62 -3.36 -0.076
O 0.84 -4.76 -3.02 -0.545
C 1.29 -6.09 -2.90 -0.247
N -1.06 -3.92 -1.04 -0.820
H -0.88 -6.55 -1.13 0.201
H -2.60 -6.22 -1.05 0.218
H -1.90 -6.84 -2.55 0.196
H -2.47 -4.35 -2.51 0.186
H -0.62 -3.61 -3.78 0.189
H -0.79 -5.32 -4.17 0.157
H 0.80 -6.76 -3.62 0.164
H 1.14 -6.46 -1.88 0.166
H 2.36 -6.11 -3.10 0.187
H -1.00 -2.95 -1.33 0.361
H -0.09 -4.17 -0.84 0.358
```

(2)
Molecular formula: C16H32ClI2IrN2OP2
Method: DFT, the ωB97M-V functional and the def2-TZVPD basis

Calculated values
Max |F|: 3.52 eV Å⁻¹
Spin multiplicity: 5
Orbital gap (alpha / beta): 5.45 / 3.46 eV
Energy above the lowest of the compared OMol25 structures with the same formula, charge and spin: 31.8 kcal per mole
Total charge: +2

Structure (XYZ):
```
57
Properties=species:S:1:pos:R:3:nbo_charge:R:1
I 1.01 -1.35 -4.04 -0.018
I 0.23 2.82 -4.02 -0.099
Ir 0.38 0.46 -2.37 0.426
P -1.77 1.42 -2.18 1.132
C -2.67 1.10 -3.74 -0.976
C -2.79 0.61 -0.90 -0.987
H -3.63 1.29 -0.67 0.260
H -2.94 3.40 -1.43 0.248
H -2.19 0.44 0.00 0.251
H -1.28 3.33 -0.78 0.274
H -2.42 0.11 -4.11 0.254
H -3.17 -0.35 -1.27 0.244
C -1.89 3.18 -1.67 -0.961
H -3.74 1.16 -3.51 0.251
H -1.55 3.87 -2.45 0.272
H -2.40 1.84 -4.50 0.279
P 2.38 1.67 -2.37 1.174
C 3.34 1.61 -3.93 -0.983
C 2.42 3.40 -1.75 -0.972
H 3.14 0.94 -0.18 0.261
H 4.47 1.21 -1.34 0.258
H 3.49 -0.29 -1.46 0.249
C 3.47 0.78 -1.21 -0.998
H 1.87 3.47 -0.80 0.273
H 3.47 3.68 -1.59 0.255
H 4.40 1.75 -3.68 0.255
H 3.02 2.39 -4.62 0.274
H 1.98 4.11 -2.46 0.271
H 3.20 0.63 -4.42 0.263
Cl 0.38 1.44 -0.10 -0.511
C 1.80 -1.45 5.18 -0.624
C 0.37 -1.19 4.76 -0.257
N -0.07 -2.00 3.60 -0.034
C -1.51 -2.35 3.67 -0.257
C -2.45 -1.16 3.71 -0.614
C 0.66 -1.82 2.43 0.612
O 1.75 -1.24 2.45 -0.376
C 0.15 -2.24 1.07 -0.211
C -0.79 -3.21 0.74 -0.112
C -1.39 -3.16 -0.51 -0.254
C -1.05 -2.13 -1.40 0.092
N -0.07 -1.25 -1.11 -0.537
C 0.66 -1.48 0.00 0.160
H 1.98 -2.52 5.28 0.234
H 1.96 -1.00 6.16 0.258
H 2.48 -1.01 4.47 0.254
H -0.33 -1.43 5.57 0.239
H 0.26 -0.11 4.51 0.278
H -1.76 -3.01 2.83 0.239
H -1.61 -2.92 4.59 0.265
H -2.30 -0.51 2.83 0.226
H -3.49 -1.53 3.70 0.269
H -2.30 -0.57 4.62 0.238
H -1.03 -4.02 1.45 0.241
H -2.17 -3.85 -0.81 0.261
H -1.56 -2.03 -2.35 0.237
H 1.60 -0.92 0.07 0.253
```

(3)
Molecular formula: C16H32ClN2O2PS3
Method: DFT, the ωB97M-V functional and the def2-TZVPD basis

Calculated values
Max |F|: 0.91 eV Å⁻¹
Orbital gap: 8.49 eV
SMILES: CCCCN(CCCCN(C(=O)O[PH2]=S)[C@H](Cl)CC)C(=S)SCCC

Structure (XYZ):
```
57
Properties=species:S:1:pos:R:3:nbo_charge:R:1
C -3.03 -0.73 3.85 -0.624
C -3.03 -2.14 3.23 -0.398
C -3.04 -2.16 1.70 -0.399
C -1.73 -1.69 1.08 -0.217
N -1.67 -0.23 0.99 -0.515
C -2.42 0.28 -0.19 -0.210
C -1.88 1.51 -0.91 -0.415
C -0.61 1.34 -1.76 -0.423
C -0.50 0.00 -2.48 -0.220
N 0.90 -0.21 -2.93 -0.509
C 1.23 -1.57 -2.89 0.932
O 0.48 -2.49 -2.98 -0.568
O 2.57 -1.75 -2.72 -0.781
P 3.20 -3.24 -3.01 1.134
S 3.15 -4.59 -1.67 -0.514
C 1.20 0.50 -4.17 0.018
Cl 0.97 -0.56 -5.63 -0.104
C 2.54 1.22 -4.25 -0.421
C 3.82 0.40 -4.32 -0.617
C -0.44 0.34 1.31 -0.072
S 1.01 -0.38 1.09 -0.066
S -0.65 1.95 2.04 0.264
C 0.80 2.14 3.12 -0.534
C 0.45 1.93 4.60 -0.414
C 1.39 2.73 5.51 -0.608
H -3.84 -0.61 4.57 0.208
H -3.16 0.05 3.09 0.215
H -2.11 -0.51 4.38 0.208
H -3.91 -2.68 3.59 0.204
H -2.15 -2.69 3.58 0.198
H -3.87 -1.54 1.34 0.197
H -3.22 -3.18 1.36 0.212
H -0.90 -2.04 1.68 0.224
H -1.60 -2.15 0.09 0.190
H -2.49 -0.56 -0.89 0.197
H -3.45 0.51 0.10 0.204
H -1.70 2.33 -0.21 0.230
H -2.70 1.86 -1.55 0.215
H 0.29 1.49 -1.17 0.227
H -0.62 2.14 -2.51 0.201
H -0.73 -0.82 -1.81 0.227
H -1.17 -0.05 -3.34 0.193
H 2.60 -3.53 -4.24 -0.039
H 4.49 -2.79 -3.33 -0.048
H 0.43 1.25 -4.27 0.217
H 2.57 1.91 -3.40 0.222
H 2.47 1.83 -5.15 0.213
H 3.75 -0.39 -5.07 0.211
H 4.09 -0.01 -3.36 0.219
H 4.64 1.05 -4.63 0.215
H 1.17 3.15 2.96 0.219
H 1.55 1.44 2.78 0.258
H -0.59 2.21 4.78 0.210
H 0.56 0.87 4.83 0.208
H 0.96 3.71 5.75 0.208
H 2.35 2.91 5.02 0.204
H 1.59 2.21 6.44 0.215
```

(4)
Molecular formula: C16H32ClN3O2
Method: DFT, the ωB97M-V functional and the def2-TZVPD basis

Calculated values
Max |F|: 1.18 eV Å⁻¹
Orbital gap: 4.38 eV

Structure (XYZ):
```
54
Properties=species:S:1:pos:R:3:nbo_charge:R:1
C -2.85 4.48 -2.74 -0.618
C -1.52 4.55 -1.99 -0.223
N -0.45 3.84 -2.69 -0.731
C 0.22 2.86 -1.82 -0.001
Cl 1.15 1.73 -3.15 -0.376
N 1.19 3.66 -1.08 -0.659
C 1.91 4.76 -1.69 0.751
C 3.06 4.48 -2.61 -0.741
O 1.56 5.88 -1.43 -0.548
C 1.93 2.78 -0.27 0.747
C 1.23 2.39 1.01 -0.701
O 3.00 2.30 -0.55 -0.585
H -3.40 5.42 -2.67 0.203
H -3.50 3.70 -2.33 0.196
H -2.69 4.26 -3.80 0.200
H -1.21 5.59 -1.86 0.190
H -1.63 4.09 -0.99 0.181
H -0.84 3.30 -3.45 0.365
H 3.01 5.17 -3.46 0.230
H 3.07 3.45 -2.96 0.257
H 3.99 4.66 -2.06 0.230
H 1.92 2.43 1.85 0.212
H 0.90 1.35 0.91 0.196
H 0.36 3.00 1.27 0.234
C -2.55 -4.97 1.01 -0.616
C -2.46 -4.09 2.25 -0.403
C -2.24 -2.61 1.97 -0.432
C -1.13 -2.16 1.03 -0.217
N 0.30 -2.24 1.53 -0.204
C 0.82 -3.66 1.60 -0.218
C 1.23 -3.99 0.18 -0.422
C 1.90 -2.69 -0.30 -0.429
C 1.20 -1.58 0.49 -0.222
C 0.44 -1.54 2.83 -0.408
H -1.66 -4.91 0.39 0.189
H -2.69 -6.01 1.28 0.227
H -3.40 -4.67 0.39 0.219
H -1.70 -4.48 2.93 0.189
H -3.40 -4.17 2.81 0.225
H -2.17 -2.06 2.91 0.217
H -3.15 -2.22 1.49 0.241
H -1.28 -1.11 0.80 0.241
H -1.15 -2.70 0.08 0.227
H 1.69 -3.63 2.26 0.219
H 0.06 -4.30 2.03 0.234
H 0.36 -4.23 -0.42 0.214
H 1.89 -4.85 0.15 0.246
H 1.80 -2.55 -1.37 0.256
H 2.96 -2.70 -0.07 0.228
H 0.58 -0.93 -0.13 0.257
H 1.91 -0.95 1.02 0.238
H -0.11 -2.08 3.60 0.223
H 0.04 -0.53 2.73 0.243
H 1.49 -1.50 3.09 0.229
```

(5)
Molecular formula: C16H32CrF2N2O15S2
Method: DFT, the ωB97M-V functional and the def2-TZVPD basis

Calculated values
Max |F|: 4.22 eV Å⁻¹
Spin multiplicity: 5
Orbital gap (alpha / beta): 9.02 / 9.96 eV
Energy above the lowest of the compared OMol25 structures with the same formula, charge and spin: 6.5 kcal per mole

Structure (XYZ):
```
70
Properties=species:S:1:pos:R:3:nbo_charge:R:1
Cr 0.31 -0.32 -0.04 1.314
N 1.82 0.85 -0.71 -1.225
S 2.90 1.81 -0.04 2.492
O 2.54 3.18 0.02 -0.898
O 4.24 1.43 -0.30 -0.882
F 2.72 1.33 1.48 -0.509
S 2.34 1.02 -2.30 2.466
O 3.34 0.11 -2.73 -0.867
O 2.25 2.35 -2.78 -0.879
F 1.03 0.37 -2.96 -0.499
N -2.37 -1.96 0.44 0.735
O -3.33 -1.23 0.72 -0.476
O -1.18 -1.58 0.78 -0.630
O -2.51 -3.04 -0.14 -0.451
O -1.16 0.28 -1.47 -0.668
C -2.09 0.98 -1.84 0.866
O -2.06 2.29 -1.92 -0.479
C -0.82 2.98 -1.65 -0.092
C -1.12 4.33 -1.04 -0.628
C -3.37 0.38 -2.33 -0.720
H -0.24 3.11 -2.57 0.209
H -0.15 2.42 -1.00 0.203
H -0.19 4.85 -0.83 0.235
H -1.77 4.30 -0.16 0.207
H -1.69 4.93 -1.76 0.213
H -3.97 1.16 -2.78 0.235
H -3.90 -0.17 -1.56 0.275
H -3.09 -0.36 -3.08 0.240
O 1.61 -1.53 1.19 -0.684
C 1.69 -2.51 1.91 0.862
O 1.57 -2.45 3.21 -0.474
C 1.35 -1.17 3.83 -0.072
C 2.68 -0.47 4.07 -0.633
C 1.94 -3.89 1.40 -0.710
H 0.88 -1.41 4.78 0.198
H 0.70 -0.56 3.20 0.197
H 2.45 0.49 4.52 0.217
H 3.17 -0.31 3.11 0.231
H 3.36 -1.05 4.68 0.216
H 2.41 -4.46 2.19 0.239
H 2.56 -3.84 0.51 0.240
H 0.96 -4.32 1.17 0.263
O -0.63 1.13 1.39 -0.685
C -1.39 1.64 2.19 0.858
O -1.07 2.49 3.14 -0.485
C 0.27 3.01 3.29 -0.085
C 0.34 4.39 2.67 -0.637
C -2.83 1.25 2.29 -0.722
H 1.00 2.36 2.81 0.208
H 0.43 3.00 4.36 0.195
H -0.24 4.48 1.76 0.222
H 1.35 4.70 2.45 0.235
H -0.09 5.15 3.35 0.211
H -3.26 1.76 3.15 0.226
H -2.96 0.19 2.49 0.279
H -3.36 1.48 1.37 0.245
O 0.52 -2.06 -1.53 -0.639
C 0.79 -2.88 -2.38 0.846
O -0.09 -3.42 -3.20 -0.492
C -1.42 -2.88 -3.18 -0.093
C -2.24 -3.58 -4.25 -0.624
C 2.16 -3.49 -2.54 -0.712
H -1.38 -1.81 -3.43 0.173
H -1.84 -2.95 -2.18 0.230
H -3.20 -3.09 -4.42 0.219
H -2.44 -4.61 -3.92 0.213
H -1.63 -3.68 -5.15 0.217
H 2.19 -4.38 -1.92 0.236
H 2.90 -2.76 -2.21 0.247
H 2.28 -3.77 -3.58 0.240
```

(6)
Molecular formula: C16H32GeN4SeV
Method: DFT, the ωB97M-V functional and the def2-TZVPD basis

Calculated values
Max |F|: 0.51 eV Å⁻¹
Spin multiplicity: 2
Orbital gap (alpha / beta): 7.73 / 7.11 eV
Total charge: +2

Structure (XYZ):
```
55
Properties=species:S:1:pos:R:3:nbo_charge:R:1
V 0.18 0.09 -0.31 1.004
C -0.06 2.98 0.26 -0.239
C 1.42 2.77 0.02 -0.228
N 1.81 1.38 0.39 -0.666
C 2.02 1.17 1.84 -0.275
C 0.76 0.68 2.53 0.219
C 0.54 0.84 3.88 -0.229
C -0.63 0.33 4.42 -0.090
C -1.55 -0.30 3.60 -0.227
C -1.26 -0.42 2.25 0.225
C -2.15 -1.11 1.26 -0.272
N -1.88 -0.63 -0.12 -0.656
C -2.76 0.49 -0.55 -0.227
C -2.22 1.81 -0.04 -0.235
N -0.83 1.98 -0.52 -0.657
N -0.12 0.06 1.74 -0.568
H -0.33 4.01 0.00 0.236
H -0.30 2.84 1.31 0.211
H 2.00 3.50 0.59 0.229
H 1.65 2.90 -1.04 0.226
H 2.70 1.19 -0.07 0.418
H 2.38 2.09 2.32 0.232
H 2.80 0.42 1.98 0.247
H 1.26 1.35 4.50 0.253
H -0.84 0.43 5.48 0.256
H -2.48 -0.70 3.99 0.253
H -3.21 -0.97 1.53 0.232
H -1.95 -2.18 1.30 0.248
H -2.09 -1.41 -0.74 0.412
H -3.78 0.34 -0.20 0.226
H -2.77 0.49 -1.64 0.220
H -2.20 1.82 1.05 0.207
H -2.86 2.63 -0.36 0.234
H -0.85 2.28 -1.49 0.395
C -0.09 -3.32 -4.93 -1.094
Ge -1.20 -1.71 -5.05 1.611
C -2.70 -1.83 -3.78 -1.084
C -1.79 -1.32 -6.87 -1.078
C -0.14 -0.13 -4.42 -0.987
Se 0.69 -0.35 -2.67 0.399
C 2.38 -1.17 -3.16 -0.760
H -0.68 -4.18 -5.24 0.259
H 0.25 -3.50 -3.91 0.226
H 0.77 -3.26 -5.60 0.245
H -3.34 -2.68 -4.03 0.260
H -3.31 -0.93 -3.81 0.231
H -2.31 -1.99 -2.77 0.190
H -2.39 -2.14 -7.25 0.256
H -0.93 -1.19 -7.53 0.248
H -2.39 -0.41 -6.90 0.244
H -0.78 0.74 -4.34 0.240
H 0.68 0.13 -5.09 0.256
H 2.17 -2.04 -3.78 0.252
H 2.88 -1.48 -2.25 0.229
H 2.98 -0.45 -3.71 0.244
```

(7)
Molecular formula: C16H32ILuN2O4P2
Method: DFT, the ωB97M-V functional and the def2-TZVPD basis

Calculated values
Max |F|: 4.15 eV Å⁻¹
Orbital gap (alpha / beta): 5.86 / 4.79 eV
Energy above the lowest of the compared OMol25 structures with the same formula, charge and spin: 0.0 kcal per mole
Total charge: +2

Structure (XYZ):
```
58
Properties=species:S:1:pos:R:3:lowdin_charge:R:1
C -0.32 -0.86 -3.35 -0.261
I 2.81 -0.95 0.17 0.655
H 0.70 -0.84 -3.79 0.041
H -0.90 -0.04 -3.79 0.011
H -0.80 -1.80 -3.65 0.020
Lu 0.13 -0.83 -1.03 1.055
P 0.51 1.66 -2.22 0.751
C -0.90 2.66 -1.62 -0.232
C 1.96 2.36 -1.35 -0.270
H 2.10 3.38 -1.74 0.071
H 0.96 3.49 -3.65 0.070
H 2.83 1.72 -1.57 0.017
H 1.58 1.96 -4.35 0.066
H -1.21 2.36 -0.61 0.018
H 1.77 2.37 -0.27 0.019
C 0.74 2.43 -3.84 -0.235
H -0.55 3.71 -1.59 0.080
H -0.16 2.33 -4.44 0.062
H -1.74 2.56 -2.32 0.061
P 0.54 -3.49 -1.93 0.719
C -0.87 -4.42 -1.20 -0.253
C 0.69 -4.32 -3.55 -0.247
H 2.84 -3.69 -1.22 0.007
H 2.05 -5.32 -1.37 0.066
H 1.73 -4.24 0.05 0.049
C 1.93 -4.28 -1.02 -0.300
H 1.49 -3.85 -4.13 0.057
H 0.93 -5.38 -3.41 0.067
H -0.65 -5.49 -1.25 0.071
H -1.78 -4.20 -1.76 0.056
H -0.24 -4.23 -4.13 0.057
H -1.02 -4.10 -0.16 0.033
C -2.38 -0.57 -1.71 0.009
O -3.51 -0.70 -1.87 0.184
C -2.61 2.21 2.96 -0.065
C -1.25 2.35 3.64 -0.154
C -0.28 1.19 3.25 -0.280
C 1.14 1.30 3.92 -0.152
C 1.72 2.71 3.90 -0.077
C -0.83 -0.18 3.64 -0.335
O -0.75 -0.68 4.75 0.156
N -1.52 -0.87 2.61 0.227
C -1.06 -0.80 1.34 -0.535
O -1.18 -1.79 0.52 -0.179
N -0.44 0.31 0.90 0.021
C -0.11 1.34 1.74 -0.428
O 0.39 2.37 1.26 0.032
H -2.53 2.42 1.88 0.078
H -3.30 2.94 3.39 0.095
H -3.01 1.19 3.10 0.078
H -0.79 3.30 3.31 0.123
H -1.34 2.40 4.73 0.145
H 1.07 0.91 4.94 0.132
H 1.78 0.62 3.33 0.111
H 1.07 3.40 4.45 0.086
H 2.70 2.70 4.37 0.090
H 1.82 3.04 2.86 0.071
H -1.93 -1.77 2.87 0.188
```

(8)
Molecular formula: C16H32MnNSe2Si2
Method: DFT, the ωB97M-V functional and the def2-TZVPD basis

Calculated values
Max |F|: 0.68 eV Å⁻¹
Spin multiplicity: 6
Orbital gap (alpha / beta): 8.02 / 8.00 eV
Energy above the lowest of the compared OMol25 structures with the same formula, charge and spin: 6.1 kcal per mole
Total charge: +1

Structure (XYZ):
```
54
Properties=species:S:1:pos:R:3:nbo_charge:R:1
Mn -0.52 0.86 -0.22 1.199
C -1.20 1.41 3.71 -0.751
Se -1.53 2.02 1.90 0.289
C -0.20 3.44 1.82 -0.561
C -0.42 4.33 0.61 -0.557
Se -0.57 3.39 -1.11 0.330
C -2.48 3.59 -1.41 -0.765
H -0.18 1.05 3.82 0.241
H -1.90 0.60 3.90 0.253
H -1.41 2.24 4.38 0.243
H 0.79 2.98 1.80 0.227
H -0.29 4.02 2.74 0.251
H 0.42 5.01 0.49 0.256
H -1.33 4.92 0.70 0.244
H -2.70 4.66 -1.39 0.247
H -3.06 3.06 -0.66 0.223
H -2.68 3.19 -2.40 0.251
C 0.41 -1.72 2.52 -1.113
Si 1.53 -1.46 1.03 1.702
C 2.59 -2.97 0.81 -1.130
C 2.65 -0.01 1.45 -1.105
C 0.46 -1.05 -0.43 -1.475
C -0.90 -1.63 -0.44 0.260
C -1.26 -2.95 -0.14 -0.264
C -2.59 -3.32 -0.14 -0.115
C -3.58 -2.38 -0.44 -0.272
C -3.18 -1.09 -0.70 0.066
N -1.88 -0.72 -0.70 -0.654
Si 1.19 -0.67 -2.09 1.680
C -0.14 -0.14 -3.30 -1.104
C 2.12 -2.10 -2.84 -1.126
C 2.40 0.76 -1.96 -1.109
H 0.98 -1.66 3.45 0.245
H -0.08 -2.70 2.50 0.246
H -0.37 -0.96 2.54 0.200
H 3.22 -3.14 1.69 0.247
H 3.24 -2.88 -0.06 0.239
H 1.98 -3.87 0.67 0.236
H 3.05 -0.12 2.46 0.247
H 2.11 0.94 1.41 0.195
H 3.50 0.08 0.77 0.247
H -0.48 -3.67 0.08 0.233
H -2.86 -4.34 0.08 0.233
H -4.62 -2.64 -0.46 0.238
H -3.90 -0.31 -0.93 0.203
H -0.88 -0.92 -3.47 0.248
H 0.33 0.10 -4.25 0.254
H -0.70 0.76 -2.99 0.198
H 1.50 -3.00 -2.87 0.242
H 3.01 -2.33 -2.25 0.240
H 2.44 -1.89 -3.86 0.248
H 2.03 1.61 -1.38 0.201
H 2.63 1.14 -2.96 0.251
H 3.34 0.46 -1.50 0.247
```